Below is a structure of composition C21H43N9O2P2S3V in a non-equilibrium geometry, with properties calculated with ωB97M-V with the def2-TZVPD basis set.

Results
Total charge: +4
⟨S²⟩: 0.78
Multiplicity: 2
HOMO-LUMO gap (alpha / beta) (eV): 6.0177 / 6.6300

Last column: Mulliken charge in e.
Element x y z (Å)
C (2.749, -2.328, 0.942)  -1.399
N (-1.370, 2.028, 7.788)  -0.306
O (1.329, 0.398, 2.182)  -0.511
C (-0.877, 3.103, -3.235)  -0.252
H (-1.120, -0.199, 3.058)  0.685
H (-5.613, -0.908, -1.815)  0.495
C (-2.698, 0.875, -4.344)  -0.667
H (-2.480, 1.419, -5.251)  0.540
H (0.492, 2.399, 3.483)  0.341
C (0.630, 2.576, -1.409)  -0.002
C (1.775, -4.098, -1.092)  -1.481
H (2.377, 3.378, -0.457)  0.561
C (0.310, 0.232, 1.592)  -0.129
H (3.604, -3.002, 1.027)  0.542
H (-1.507, 1.969, 8.784)  0.219
H (1.850, 2.009, 7.708)  0.201
H (4.101, -1.280, -3.792)  0.667
H (4.160, 1.125, -3.219)  0.601
C (-2.015, 0.877, -3.169)  0.012
H (-2.437, 1.958, 2.713)  0.533
C (-4.595, -1.287, -1.734)  -1.228
C (3.314, 1.202, -2.532)  -1.486
H (0.812, 1.980, 9.070)  0.221
H (-0.637, -2.649, 0.364)  0.480
H (3.678, 1.091, -1.513)  0.426
H (-1.736, -1.504, -0.079)  0.213
P (2.147, -0.103, -3.003)  0.888
C (-1.294, -3.218, -2.557)  0.721
V (0.366, -0.754, -1.341)  0.314
N (0.912, 1.954, 8.067)  -0.362
H (2.701, -2.340, -3.738)  0.450
P (2.185, -2.362, -0.773)  1.155
H (-1.263, 2.445, 1.528)  0.199
H (2.865, 2.184, -2.655)  0.415
H (-2.990, -0.176, 1.667)  0.310
H (-1.751, 1.486, 5.031)  0.548
C (-0.576, 2.607, 3.565)  -0.809
H (1.969, -2.676, 1.621)  0.408
H (-2.507, -4.807, -3.014)  0.247
H (-0.687, 3.673, 3.364)  0.436
H (-1.503, 3.602, -3.959)  0.550
C (-1.373, 1.892, 2.467)  -1.041
C (3.653, -2.019, -1.800)  -1.181
C (-3.668, -0.472, -2.582)  0.497
N (0.020, 2.140, 5.943)  -0.093
H (4.241, -1.252, -1.291)  0.511
H (-2.185, 2.218, 7.231)  0.203
S (-4.086, -0.099, -4.200)  -0.125
H (2.027, 1.698, -0.024)  -0.053
C (-0.147, 2.056, 7.269)  0.688
O (0.346, -0.073, 0.247)  0.161
H (0.922, -4.423, -0.494)  0.403
S (-0.142, -2.101, -3.200)  -0.364
H (-1.597, -4.148, -4.322)  0.252
C (-0.949, 1.817, -2.807)  -0.917
S (0.282, 3.963, -2.327)  -0.082
C (3.233, -1.559, -3.191)  -0.820
C (-1.081, 2.350, 4.999)  -0.912
H (2.634, -4.708, -0.802)  0.560
C (1.582, 2.661, -0.257)  -1.005
H (0.941, -0.415, -5.089)  0.399
N (-1.036, -2.184, -0.449)  -0.602
H (1.054, 3.015, 0.631)  0.334
H (-1.654, 3.223, 5.322)  0.464
H (-4.633, -2.332, -2.046)  0.286
H (3.043, -1.322, 1.234)  0.420
N (-0.051, 1.505, -1.789)  1.093
H (1.565, -4.266, -2.146)  0.417
N (-2.546, 0.077, -2.173)  -0.130
C (-1.095, 0.404, 2.146)  0.091
N (-2.079, -0.164, 1.217)  -0.497
H (2.478, 0.443, -5.295)  0.528
C (1.593, 0.346, -4.663)  -1.135
N (-1.616, -3.162, -1.268)  -0.421
H (0.957, 2.310, 5.614)  0.230
H (-2.312, -3.771, -0.859)  0.277
H (4.272, -2.918, -1.836)  0.633
H (-2.179, 0.425, 0.393)  0.041
H (1.067, 1.300, -4.644)  0.343
N (-1.844, -4.115, -3.342)  -0.358
H (-4.304, -1.223, -0.686)  0.164

=====

Below is a cluster of 6 separate species, C21H43NO10S in total in a non-equilibrium geometry, with properties calculated with ωB97M-V with the def2-TZVPD basis set.

Results
Multiplicity: 1
HOMO-LUMO gap (eV): 9.3951

Last column: Mulliken charge in e.
Element x y z (Å)
H (4.804, 2.504, -1.130)  0.354
C (1.431, -0.854, -4.228)  -1.184
H (-1.667, 0.239, -7.790)  0.302
C (1.365, -0.906, 3.333)  -0.823
H (-2.793, -5.170, 1.856)  0.351
H (-2.936, -2.367, -0.136)  0.051
C (0.521, -0.683, -3.040)  0.939
H (-0.543, 1.013, -8.925)  0.313
H (3.801, 1.237, 3.235)  0.291
H (3.928, 2.440, 1.296)  -0.082
H (-0.631, -1.655, -1.533)  0.145
C (-0.021, -1.348, 2.948)  0.794
H (3.707, 0.454, -0.479)  0.214
H (-1.363, -5.245, 2.934)  0.326
O (-3.436, -3.436, 4.319)  -0.549
H (-4.107, -1.065, -0.427)  0.352
C (-3.686, -5.794, 4.487)  -1.191
C (-0.207, 1.512, -6.878)  0.855
H (-1.353, 0.860, -5.193)  0.226
H (-6.135, -2.882, -2.165)  0.334
H (-1.945, -3.683, 2.324)  -0.096
H (-1.204, -0.364, 4.435)  0.379
H (1.338, 0.119, 3.707)  0.151
C (1.199, 4.557, 1.311)  -0.836
H (1.074, 5.158, 0.331)  0.349
O (0.996, 1.591, -7.043)  -0.554
C (-3.152, -4.530, 3.867)  0.853
C (-1.130, 1.163, -8.016)  -1.117
S (1.766, 5.273, 3.757)  0.574
H (-5.573, -1.257, -2.671)  0.324
H (-4.317, -5.540, 5.342)  0.321
O (0.995, 4.006, 4.110)  -0.488
C (3.800, 2.637, 4.555)  0.362
H (2.175, 1.046, -0.939)  0.164
C (3.371, 3.139, 0.561)  0.010
C (4.102, 4.157, 4.143)  0.039
H (1.720, 0.129, -4.607)  0.237
H (-1.836, 1.978, -8.186)  0.323
H (1.540, 2.275, 1.555)  -0.192
H (1.772, -1.576, 4.094)  0.418
H (3.137, 3.200, -1.663)  0.310
H (-5.263, -2.672, -3.696)  0.310
H (-4.669, -2.689, 0.080)  0.367
C (-1.068, -1.369, 4.029)  -1.039
C (-4.030, -2.557, -1.959)  0.814
O (3.188, 5.132, 4.690)  -0.323
O (3.077, 1.704, 3.730)  -0.271
C (-0.830, 1.758, -5.530)  -0.948
O (0.209, 0.428, -2.633)  -0.552
O (4.257, 2.247, 5.662)  -0.535
H (-1.523, 2.601, -5.590)  0.462
H (-4.288, -6.341, 3.758)  0.326
C (-3.936, -2.140, -0.515)  -0.835
H (1.289, 2.906, -0.192)  0.330
C (1.789, 3.119, 0.826)  0.340
H (-0.048, 1.998, -4.808)  0.154
H (-2.858, -6.416, 4.836)  0.316
H (0.850, -2.518, -1.992)  0.368
C (-2.254, -4.673, 2.666)  -0.690
H (0.152, 4.468, 1.751)  0.369
H (3.861, 4.167, 0.621)  0.340
H (5.140, 4.402, 4.584)  0.307
H (0.909, -1.395, -5.021)  0.347
H (2.013, -0.941, 2.454)  0.198
H (2.332, -1.394, -3.930)  0.400
O (-0.286, -1.677, 1.804)  -0.531
H (4.231, 4.184, 3.011)  0.019
C (0.011, -1.931, -2.372)  -1.081
H (-0.771, -2.060, 4.821)  0.301
H (-2.016, -1.707, 3.608)  0.199
O (2.147, 5.306, 2.119)  -0.303
O (-3.084, -3.063, -2.533)  -0.549
C (-5.340, -2.324, -2.664)  -1.163
N (3.192, 1.123, -1.075)  -0.412
H (-0.574, -2.520, -3.081)  0.366
C (3.686, 2.516, -0.911)  -0.947

=====

Q: Which of these has the lowest multiplicity?
A: C21H43NO10S

=====

Q: The lowest multiplicity belongs to which entry?
A: C21H43NO10S

=====

Q: Among the records above, which one has the highest multiplicity?
A: C21H43N9O2P2S3V